(1)
This record from the Open Molecules 2025 dataset describes 6 unconnected molecules or ions with the total composition C30H30NO17 at a distorted geometry. The level of theory is ωB97M-V/def2-TZVPD.

Results
Kohn-Sham gap (eV): 1.8
LUMO (eV): 5.1
Electronic energy (eV): -67871.6603
Total charge: -5

Geometry (Å):
O (-6.828, 9.041, 3.146)
O (1.122, -2.284, -5.873)
O (-2.652, -6.914, -0.247)
O (5.795, 0.064, -2.523)
O (3.246, -6.264, -4.213)
O (-5.040, -6.140, 4.577)
O (-5.700, 5.590, -1.099)
O (-1.051, 2.864, 7.451)
O (-4.108, -8.816, 3.703)
O (-1.166, 2.759, 10.315)
O (3.001, 4.879, 7.723)
O (2.761, 5.256, 10.514)
O (-1.771, 1.123, 1.552)
O (8.167, 3.582, -0.851)
O (3.459, 1.315, -1.333)
O (-3.356, -4.491, 0.604)
O (5.669, 5.203, -1.176)
N (3.091, -4.487, -6.372)
C (-6.018, 6.436, -0.061)
C (-4.935, 6.999, 0.661)
C (7.122, 1.832, -1.716)
C (3.243, -7.094, -3.057)
C (-5.281, 7.868, 1.831)
C (0.715, 3.841, 10.485)
C (1.955, 4.588, 8.276)
C (3.868, -6.733, -5.393)
C (1.846, 4.599, 9.865)
C (0.282, -1.153, -5.404)
C (5.902, 1.124, -1.944)
C (2.517, -3.649, -7.351)
C (-4.520, -5.364, 2.603)
C (-4.528, -6.406, 3.399)
C (3.531, -5.991, -6.709)
C (-3.973, -7.756, 3.009)
C (0.780, 4.186, 7.548)
C (-0.230, 3.348, 9.680)
C (-0.224, 3.545, 8.216)
C (2.064, -2.233, -6.914)
C (-7.661, 7.797, 1.226)
C (-7.359, 6.829, 0.195)
C (-3.347, -7.887, 1.820)
C (-3.282, -6.852, 0.854)
C (4.519, 3.349, -1.381)
C (4.500, 1.916, -1.534)
C (5.750, 3.916, -1.244)
C (7.084, 3.133, -1.316)
C (-3.754, -5.489, 1.329)
C (-6.657, 8.169, 2.127)
H (3.574, 3.868, -1.319)
H (3.276, -3.325, -8.064)
H (-8.656, 8.194, 1.368)
H (-4.855, -4.378, 2.892)
H (-3.885, 6.843, 0.460)
H (8.099, 1.373, -1.688)
H (1.558, -4.053, -7.675)
H (4.301, -6.248, -7.437)
H (2.570, -7.948, -3.134)
H (-0.956, 1.429, 1.146)
H (1.616, -1.689, -7.745)
H (-4.408, 8.251, 2.339)
H (2.695, -6.438, -7.247)
H (4.236, -7.484, -2.838)
H (-1.788, 1.362, 2.482)
H (-0.283, -1.326, -4.488)
H (-6.220, 8.836, 3.860)
H (-8.189, 6.327, -0.280)
H (-6.427, 5.561, -1.725)
H (-0.426, -0.771, -6.139)
H (0.676, 4.447, 6.505)
H (-2.999, -8.825, 1.410)
H (3.529, -7.768, -5.356)
H (4.939, -6.885, -5.262)
H (2.988, -6.538, -2.155)
H (-2.070, 0.241, 1.321)
H (1.019, -0.363, -5.262)
H (0.766, 3.800, 11.563)
H (2.858, -1.665, -6.428)
H (3.918, -3.975, -6.100)

Force components x, y, z for each atom (eV/Å):
O -1.41 0.58 0.70
O -2.97 -1.01 1.47
O -1.36 -0.35 1.07
O -0.36 -2.00 -0.39
O -0.25 1.47 0.33
O 0.80 -2.03 -0.99
O 0.00 0.01 0.27
O 0.24 1.33 2.05
O -0.43 1.30 0.63
O -0.76 -0.34 -1.51
O 1.27 0.61 -0.11
O -2.46 -1.74 -1.49
O -0.43 0.96 -0.21
O -0.35 1.72 -0.25
O -1.18 -1.94 -0.36
O -1.41 -1.87 1.94
O 2.14 -0.66 0.40
N 1.91 -2.53 0.65
C 0.04 1.04 0.22
C -2.57 1.83 2.92
C -2.10 -1.60 -0.67
C 0.73 -0.10 -0.39
C -0.66 -2.81 -3.64
C 6.21 3.72 -0.81
C -1.51 -0.28 0.24
C -0.62 -1.44 1.18
C 0.86 0.37 1.92
C 2.44 0.05 -1.49
C -0.44 2.37 -0.07
C -1.20 1.42 -0.54
C 2.33 2.14 -6.60
C -2.14 -0.45 5.90
C -1.89 1.92 0.94
C -0.80 -2.63 1.79
C 1.46 1.96 1.56
C -3.22 -1.61 2.44
C -1.98 -3.13 -4.07
C -0.36 0.77 2.27
C 1.18 -1.40 -0.20
C 1.01 1.08 1.66
C 0.84 1.00 -3.79
C 2.06 -0.19 -0.31
C 0.65 -4.04 -0.61
C 0.96 1.44 0.49
C -0.73 4.28 -0.89
C 1.25 0.70 2.18
C -0.16 3.59 -0.40
C 3.05 -0.10 -1.72
H 0.16 0.22 0.18
H -0.28 -0.54 -1.34
H -0.17 -0.26 0.03
H 0.02 -0.06 0.17
H -0.14 -0.29 -0.27
H -0.04 -0.38 -0.26
H 0.36 -0.50 -0.90
H 0.88 0.97 0.03
H -0.25 -0.05 -0.28
H 0.96 -0.04 -0.65
H 0.39 -0.06 -0.57
H -0.35 0.27 0.50
H -0.67 0.09 0.62
H 0.38 -0.16 -0.20
H -0.15 -0.11 1.13
H 0.59 -0.79 -0.07
H 0.13 -0.04 -0.04
H 0.02 0.15 -0.44
H -0.11 -0.06 0.02
H -0.09 -0.39 -0.51
H 0.23 -0.50 -0.19
H 0.07 -0.45 0.53
H -0.18 -0.58 -1.33
H 0.50 0.75 0.11
H -0.34 0.42 -0.48
H -0.04 -1.05 -0.07
H -0.27 0.42 0.50
H -0.49 -0.24 0.05
H 0.84 0.24 -0.78
H 0.35 -0.35 0.76


(2)
This record from the Open Molecules 2025 dataset describes a molecular structure, C30H31AsCl3GeKN3Se. The level of theory is ωB97M-V/def2-TZVPD.

Results
2S+1: 2
Expectation value of S²: 0.79
Kohn-Sham gap (spin up / spin down) (eV): 7.1 / 6.1
Relative energy (zero: lowest compared OMol25 entry of this formula, charge and spin) (eV): 0.0000
LUMO (spin up / spin down) (eV): -1.1 / -2.1
Electronic energy (eV): -272680.7646

Geometry (Å):
Se (-1.442, -1.892, 2.279)
As (-0.166, 2.557, 0.005)
Ge (5.361, -2.234, 2.670)
K (2.349, -0.618, 0.948)
Cl (4.619, 0.019, 2.730)
Cl (4.614, -2.566, 0.436)
Cl (7.481, -1.785, 2.156)
N (0.219, -2.376, 1.874)
N (-2.194, -3.237, 1.419)
N (0.321, 1.402, 1.386)
C (0.003, 1.857, -3.278)
C (-2.950, 3.809, -0.604)
C (2.374, 1.125, -3.092)
C (0.226, 0.653, 3.614)
C (-5.425, -0.367, -1.784)
C (1.359, 2.050, -1.117)
C (-2.905, 2.316, -0.830)
C (1.242, -4.213, 0.628)
C (-0.403, 1.292, 2.509)
C (-4.129, 0.305, -1.422)
C (3.711, 1.517, -1.165)
C (3.592, 0.987, -2.447)
C (-1.786, 0.828, 4.910)
C (2.627, 2.079, -0.501)
C (4.777, 0.348, -3.116)
C (-0.457, 0.427, 4.789)
C (0.997, -5.320, -0.112)
C (-1.221, -3.962, 0.900)
C (-2.423, 1.481, 3.851)
C (-2.952, -0.414, -1.310)
C (-1.421, -5.141, 0.115)
C (-4.082, 1.675, -1.190)
C (-0.335, -5.787, -0.370)
C (-1.747, 0.193, -0.962)
C (1.256, 1.670, -2.459)
C (0.126, -3.490, 1.160)
C (-1.723, 1.566, -0.696)
C (-1.748, 1.723, 2.676)
C (2.889, 2.730, 0.840)
C (-0.519, -0.672, -0.951)
H (5.519, 1.098, -3.396)
H (-0.750, -1.666, -0.568)
H (-5.856, 0.076, -2.683)
H (-5.281, -1.432, -1.964)
H (2.283, 0.803, -4.125)
H (-3.950, 4.190, -0.804)
H (-2.429, -5.486, -0.068)
H (3.925, 3.063, 0.882)
H (0.042, -0.058, 5.618)
H (-2.323, 0.641, 5.831)
H (2.253, -3.873, 0.818)
H (2.242, 3.595, 0.991)
H (-0.641, 0.976, -3.271)
H (-0.596, 2.695, -2.921)
H (4.677, 1.501, -0.670)
H (-0.120, -0.787, -1.962)
H (0.272, 2.060, -4.314)
H (1.271, 0.380, 3.520)
H (4.483, -0.186, -4.019)
H (1.828, -5.879, -0.522)
H (-6.156, -0.256, -0.982)
H (-2.960, -1.484, -1.495)
H (-4.991, 2.259, -1.287)
H (-2.251, 2.213, 1.853)
H (-0.461, -6.682, -0.965)
H (-2.252, 4.335, -1.258)
H (-3.452, 1.798, 3.956)
H (2.724, 2.059, 1.682)
H (5.264, -0.358, -2.442)
H (0.255, -0.216, -0.342)
H (-2.685, 4.086, 0.418)

Force components x, y, z for each atom (eV/Å):
Se -0.03 0.08 0.04
As -0.02 0.00 0.02
Ge -0.01 0.05 -0.04
K 0.02 -0.08 -0.08
Cl 0.04 -0.05 0.10
Cl 0.00 0.01 0.04
Cl 0.01 0.02 -0.03
N -0.04 -0.20 -0.01
N -0.02 0.01 0.01
N 0.03 0.08 0.02
C -0.03 0.00 0.03
C 0.02 0.02 -0.01
C -0.08 0.02 -0.01
C -0.02 -0.02 0.08
C 0.00 0.01 0.00
C 0.03 0.01 -0.01
C -0.02 0.03 0.01
C 0.01 -0.03 -0.03
C 0.01 -0.01 -0.07
C -0.02 -0.04 -0.01
C 0.02 -0.01 -0.02
C 0.06 -0.02 0.02
C -0.06 0.02 -0.01
C -0.02 -0.02 0.03
C 0.00 0.00 0.00
C 0.05 0.02 -0.02
C 0.07 0.03 0.02
C 0.12 0.03 0.04
C 0.07 -0.05 0.04
C 0.01 -0.01 -0.01
C 0.02 -0.04 -0.02
C 0.00 0.01 0.01
C -0.07 -0.02 -0.01
C 0.01 0.05 0.02
C 0.07 -0.05 -0.04
C -0.06 0.09 0.00
C -0.04 0.02 -0.05
C -0.03 0.02 -0.02
C -0.07 0.00 -0.08
C 0.01 0.05 0.02
H 0.00 0.01 0.01
H 0.01 0.00 -0.05
H 0.00 0.00 0.00
H 0.01 0.00 0.00
H -0.01 0.00 0.00
H 0.00 -0.01 -0.01
H 0.00 0.00 0.00
H 0.00 0.01 0.02
H 0.00 0.00 0.00
H -0.01 0.01 -0.01
H 0.00 0.01 0.01
H 0.01 0.01 0.02
H 0.00 0.00 -0.01
H 0.00 0.01 -0.02
H 0.00 0.01 0.00
H 0.01 -0.02 0.01
H 0.02 0.00 0.00
H -0.02 -0.05 0.01
H -0.01 0.01 0.00
H 0.01 0.01 0.01
H 0.00 0.00 0.00
H -0.01 0.00 0.00
H 0.00 0.01 0.00
H -0.02 0.01 0.01
H -0.01 0.00 0.00
H -0.01 0.00 0.00
H -0.01 0.00 0.00
H 0.04 0.04 0.02
H 0.00 0.00 0.00
H -0.06 -0.07 -0.02
H 0.00 -0.02 0.00


(3)
This record from the Open Molecules 2025 dataset describes a molecular structure, C30H31AsCl3GeKN3Se. The level of theory is ωB97M-V/def2-TZVPD.

Results
2S+1: 2
Expectation value of S²: 0.80
Kohn-Sham gap (spin up / spin down) (eV): 7.4 / 6.1
Relative energy (zero: lowest compared OMol25 entry of this formula, charge and spin) (eV): 0.6237
LUMO (spin up / spin down) (eV): -0.8 / -2.0
Electronic energy (eV): -272680.1409

Geometry (Å):
Se (-1.466, -2.967, 1.174)
As (-0.055, 2.804, 0.054)
Ge (4.241, -2.275, 2.374)
K (2.198, -0.365, 0.663)
Cl (4.922, -0.053, 2.182)
Cl (6.238, -3.233, 2.384)
Cl (3.892, -2.507, 0.023)
N (0.306, -3.248, 1.118)
N (0.236, 1.327, 1.221)
N (-1.835, -4.665, 1.561)
C (-0.035, 2.714, -3.270)
C (-0.382, -0.103, 2.999)
C (1.410, 2.364, -1.182)
C (1.848, -6.468, 1.737)
C (3.524, 1.515, -2.835)
C (-1.239, -0.463, 4.014)
C (-2.806, 2.870, -0.772)
C (2.702, 2.210, -0.655)
C (-2.621, 1.456, 3.549)
C (-1.679, 2.029, -0.768)
C (-4.197, 1.047, -1.558)
C (-4.042, 2.369, -1.161)
C (-0.658, -0.235, -1.416)
C (1.228, 2.279, -2.570)
C (-1.782, 1.825, 2.526)
C (-5.543, 0.521, -1.965)
C (-0.625, 1.060, 2.200)
C (-3.068, 0.243, -1.587)
C (-0.567, -6.696, 1.957)
C (0.670, -7.241, 2.007)
C (-1.811, 0.710, -1.215)
C (3.057, 2.583, 0.752)
C (-0.693, -5.306, 1.642)
C (1.785, -5.151, 1.433)
C (4.635, 1.018, -3.711)
C (2.282, 1.836, -3.366)
C (3.725, 1.747, -1.480)
C (-2.720, 4.327, -0.390)
C (0.503, -4.518, 1.386)
C (-2.363, 0.311, 4.299)
H (-0.353, -0.237, -2.466)
H (-3.668, 4.826, -0.583)
H (-0.943, -1.256, -1.162)
H (4.265, 0.311, -4.453)
H (-0.755, 1.901, -3.377)
H (0.793, -8.289, 2.246)
H (2.807, -6.966, 1.775)
H (-1.993, 2.723, 1.960)
H (-3.160, -0.785, -1.924)
H (2.826, 1.837, 1.516)
H (0.458, -0.755, 2.786)
H (0.209, 3.075, -4.268)
H (-5.500, -0.544, -2.189)
H (-5.909, 1.039, -2.853)
H (2.124, 1.757, -4.436)
H (4.705, 1.578, -1.046)
H (0.216, 0.039, -0.837)
H (2.540, 3.499, 1.050)
H (-1.038, -1.356, 4.592)
H (-3.030, 0.027, 5.101)
H (-6.277, 0.673, -1.173)
H (-3.490, 2.061, 3.775)
H (-2.476, 4.470, 0.665)
H (5.403, 0.522, -3.119)
H (5.103, 1.846, -4.247)
H (4.128, 2.762, 0.827)
H (2.657, -4.560, 1.196)
H (-1.946, 4.846, -0.961)
H (-1.469, -7.261, 2.147)
H (-4.903, 3.028, -1.156)
H (-0.540, 3.522, -2.741)

Force components x, y, z for each atom (eV/Å):
Se 0.33 -0.46 0.03
As 0.00 -0.48 0.23
Ge 0.16 -0.06 -0.08
K -0.05 -0.24 -0.12
Cl -0.09 -0.11 0.00
Cl 0.04 -0.01 0.04
Cl 0.36 -0.36 -0.01
N -0.25 0.55 -0.03
N 0.03 0.52 -0.41
N -0.25 0.19 0.04
C -0.06 -0.05 0.00
C -0.14 -0.11 0.05
C -0.11 0.07 -0.07
C 0.09 0.17 -0.05
C -0.08 0.02 0.07
C 0.02 0.02 0.04
C 0.00 0.02 -0.01
C -0.02 -0.13 -0.22
C -0.05 0.08 -0.03
C -0.06 0.17 -0.02
C 0.05 -0.04 0.00
C 0.09 -0.01 0.01
C 0.05 -0.06 0.00
C 0.10 -0.02 -0.11
C -0.06 0.15 -0.06
C -0.02 -0.01 -0.01
C -0.08 -0.18 0.26
C -0.08 0.00 -0.02
C 0.02 -0.15 0.04
C -0.21 -0.02 0.01
C 0.10 0.03 0.03
C 0.02 0.23 0.47
C 0.14 0.16 -0.10
C 0.16 -0.07 -0.03
C 0.07 -0.04 -0.02
C -0.09 0.06 0.12
C -0.04 -0.02 -0.03
C 0.01 0.06 0.02
C -0.16 -0.12 0.04
C 0.07 -0.08 0.02
H 0.00 -0.01 0.00
H 0.00 0.00 0.00
H 0.01 -0.01 -0.01
H 0.00 0.00 0.00
H -0.03 0.00 -0.01
H -0.05 -0.02 0.01
H 0.03 0.03 0.00
H 0.00 0.00 0.01
H 0.00 -0.01 0.00
H -0.02 0.19 -0.06
H 0.03 0.19 -0.02
H 0.01 -0.01 0.01
H 0.00 -0.01 0.00
H -0.01 0.00 -0.01
H 0.01 -0.01 -0.03
H 0.02 0.02 -0.01
H -0.08 0.08 0.01
H 0.01 -0.02 0.01
H 0.01 -0.01 -0.02
H 0.00 -0.01 0.01
H -0.01 0.00 0.01
H 0.00 0.01 -0.01
H 0.00 0.00 -0.01
H 0.02 0.00 -0.02
H 0.01 0.00 0.00
H -0.01 0.01 0.00
H 0.03 -0.06 0.01
H -0.03 0.00 0.01
H 0.03 -0.06 0.01
H 0.00 0.01 0.00
H 0.00 0.01 -0.01


(4)
This record from the Open Molecules 2025 dataset describes a molecular structure, C30H31BBrF4IN6PbSSi. The level of theory is ωB97M-V/def2-TZVPD.

Results
Kohn-Sham gap (eV): 7.4
Relative energy (zero: lowest compared OMol25 entry of this formula, charge and spin) (eV): 0.0000
LUMO (eV): -0.1
Electronic energy (eV): -154210.5599

Geometry (Å):
Pb (-0.858, 0.801, 0.413)
I (0.333, 2.825, -1.446)
Br (-0.697, 3.922, -4.604)
S (-1.920, -2.599, -3.358)
Si (1.707, 0.185, 1.264)
F (-3.568, 1.611, -0.966)
F (-3.847, 0.135, -2.735)
F (-4.264, 2.402, -3.028)
F (-2.090, 1.645, -2.738)
N (1.310, 4.185, 3.447)
N (-0.175, -0.562, -3.287)
N (-1.363, -1.088, -1.334)
N (2.309, -4.933, -2.967)
N (-0.436, 2.810, 2.340)
N (0.028, -2.918, 0.731)
C (1.473, -0.215, 3.086)
C (1.936, 5.270, 2.686)
C (3.467, -2.098, 1.317)
C (-2.896, -2.097, 0.376)
C (1.080, -4.500, -0.719)
C (-4.232, -3.984, -0.344)
C (4.651, -2.959, -0.600)
C (-1.776, 4.278, -3.096)
C (0.207, -5.223, 1.372)
C (-2.225, 4.184, -0.718)
C (1.763, -4.741, -1.973)
C (-2.986, 4.921, -3.291)
C (4.349, -3.019, 0.754)
C (2.868, -1.105, 0.540)
C (-0.188, -3.912, 1.594)
C (2.783, 1.755, 1.200)
C (-3.430, 4.837, -0.927)
C (-2.337, -2.010, -0.897)
C (4.080, -1.966, -1.390)
C (3.203, -1.054, -0.820)
C (-3.837, -3.076, 0.642)
C (2.076, 3.601, 4.554)
C (0.863, -5.524, 0.193)
C (-1.416, 3.910, -1.806)
C (-1.102, -1.277, -2.591)
C (-2.746, -2.920, -1.867)
C (0.640, -3.218, -0.410)
C (0.380, 3.451, 2.856)
C (-3.684, -3.911, -1.613)
C (-3.810, 5.195, -2.209)
B (-3.477, 1.443, -2.373)
H (0.005, -5.989, 2.108)
H (-2.599, -1.417, 1.165)
H (1.527, 2.764, 4.973)
H (2.181, 6.082, 3.370)
H (4.801, -3.782, 1.377)
H (-0.082, 0.393, -2.969)
H (2.208, 2.682, 1.293)
H (0.784, -2.412, -1.120)
H (4.305, -1.917, -2.449)
H (-0.241, -0.625, -4.289)
H (1.126, -1.243, 3.235)
H (-4.766, 5.673, -2.379)
H (-3.291, 5.175, -4.297)
H (2.756, -0.289, -1.455)
H (-1.941, 3.865, 0.276)
H (2.419, -0.090, 3.624)
H (-4.082, 5.034, -0.086)
H (0.729, 0.448, 3.541)
H (-3.992, -4.598, -2.392)
H (-4.281, -3.132, 1.630)
H (3.308, 1.798, 0.237)
H (1.240, 5.638, 1.937)
H (-4.971, -4.742, -0.118)
H (2.847, 4.925, 2.194)
H (1.197, -6.530, -0.027)
H (3.548, 1.734, 1.988)
H (3.235, -2.173, 2.375)
H (2.221, 4.355, 5.326)
H (-0.709, -3.646, 2.510)
H (3.048, 3.250, 4.204)
H (5.324, -3.684, -1.041)

Force components x, y, z for each atom (eV/Å):
Pb -0.44 -0.58 0.09
I 0.45 0.35 -0.06
Br -0.01 -0.01 0.08
S -0.01 -0.07 -0.13
Si 0.25 0.34 -0.16
F 0.02 -0.17 -0.32
F 0.15 0.40 0.11
F 0.22 -0.47 0.18
F -0.49 -0.74 -0.07
N -0.21 -0.08 -0.07
N -0.04 -0.07 0.11
N -0.46 -0.19 0.37
N -0.08 0.02 0.13
N 0.13 0.19 0.15
N 0.08 -0.19 0.07
C -0.14 -0.13 0.22
C -0.08 -0.12 0.11
C -0.02 -0.12 -0.10
C -0.05 0.02 0.07
C 0.20 -0.05 -0.32
C 0.06 0.03 -0.02
C -0.03 0.03 0.03
C -0.09 0.32 0.13
C 0.00 -0.02 0.01
C 0.01 0.11 -0.14
C -0.12 0.03 0.18
C 0.09 0.09 0.00
C -0.05 0.07 0.00
C 0.04 -0.11 -0.20
C 0.07 0.16 -0.08
C 0.01 0.19 -0.07
C -0.04 0.06 -0.03
C 0.15 0.31 -0.07
C -0.07 -0.02 0.09
C 0.02 0.01 0.01
C 0.03 0.04 -0.04
C -0.08 0.07 -0.20
C 0.02 -0.12 0.00
C 0.12 0.28 0.02
C 0.22 0.17 -0.06
C -0.05 -0.10 -0.07
C -0.04 0.12 0.07
C 0.25 0.01 0.03
C -0.07 -0.03 0.04
C 0.03 0.08 0.03
B -0.17 -0.12 -0.07
H 0.00 0.02 -0.01
H -0.01 0.02 -0.05
H -0.03 -0.02 0.01
H 0.00 0.00 0.00
H -0.03 0.01 -0.02
H -0.07 0.11 -0.01
H 0.09 -0.12 0.01
H 0.08 -0.02 0.08
H -0.01 0.00 0.03
H -0.01 0.00 -0.05
H 0.03 0.10 -0.02
H 0.04 -0.02 0.00
H 0.00 0.00 0.04
H 0.01 -0.08 0.05
H 0.02 0.00 -0.01
H -0.07 -0.03 0.01
H 0.02 -0.01 -0.03
H 0.08 -0.02 0.00
H 0.03 0.02 0.03
H 0.04 0.00 -0.06
H -0.04 0.00 0.12
H -0.01 -0.01 0.01
H 0.02 0.03 -0.01
H 0.02 -0.01 -0.02
H -0.01 0.03 0.02
H -0.05 -0.03 -0.09
H 0.02 0.01 -0.04
H 0.00 0.03 0.01
H 0.03 0.00 -0.03
H 0.03 -0.03 -0.02
H -0.03 0.03 0.02